Here is an isolated molecule of C6H8N2O2S in a non-equilibrium geometry from the OMol25 dataset. Energies are from ωB97M-V/def2-TZVPD.

Results
- Relative energy (zero: lowest compared OMol25 entry of this formula, charge and spin): 1.684 eV
- Strongest force on any atom: 3.823 eV Å⁻¹
- Energy: -24261.0892 eV
- Orbital gap: 0.34833 Ha
- SMILES string: C=C(C)n1sc(=O)n(C)c1=O

```
! wB97M-V def2-TZVPD RIJCOSX def2/J DEFGRID3
* xyz 0 1
C 0.982 1.470 -2.522
C 0.209 0.599 -1.900
C -0.894 -0.305 -2.433
N 0.060 0.559 -0.335
S -0.034 1.966 0.632
C -0.086 0.964 2.172
O -0.050 1.362 3.308
N -0.148 -0.317 1.790
C 0.130 -1.318 2.795
C 0.002 -0.600 0.420
O 0.037 -1.743 0.045
H 1.677 2.125 -1.950
H 1.040 1.464 -3.552
H -1.824 -0.100 -1.831
H -0.411 -1.331 -2.259
H -1.046 0.083 -3.378
H -0.754 -1.838 2.880
H 0.707 -2.117 2.322
H 0.405 -0.925 3.795
*
```

Atom charges from the Mulliken analysis, given in e for atoms 1 to 4: -0.937 0.633 -1.110 0.043

=====

Here is a cluster of 2 separate species, C9H2N7O6 in total in a non-equilibrium geometry from the OMol25 dataset. Energies are from ωB97M-V/def2-TZVPD.

Results
- Strongest force on any atom: 6.394 eV Å⁻¹
- Energy: -32068.5928 eV
- Orbital gap: 0.14557 Ha

```
! wB97M-V def2-TZVPD RIJCOSX def2/J DEFGRID3
* xyz -1 1
O -0.377 3.627 1.527
N 0.402 2.635 1.455
C -0.041 1.342 1.462
C 1.147 0.638 1.420
N 2.178 1.501 1.368
O 1.743 2.742 1.375
C 1.143 -0.806 1.439
N 2.364 -1.565 1.488
O 3.420 -1.043 1.086
O 2.310 -2.718 1.941
C -0.056 -1.470 1.469
C -1.250 -0.732 1.463
N -2.589 -1.043 1.514
O -2.996 -2.230 1.551
O -3.391 0.037 1.534
N -2.568 1.068 1.515
C -1.292 0.653 1.471
H -0.093 -2.543 1.560
C -0.199 -2.750 4.762
C -0.172 -4.040 4.423
N -0.162 -5.188 4.131
C -1.235 -2.222 5.419
N -2.148 -1.764 6.016
H 0.682 -2.151 4.612
*
```

Atom charges from the Mulliken analysis, given in e for atoms 1 to 4: -0.709 0.807 0.271 0.860

=====

Here is a cluster of 2 separate species, C4H12NO2 in total in a non-equilibrium geometry from the OMol25 dataset. Energies are from ωB97M-V/def2-TZVPD.

Results
- Relative energy (zero: lowest compared OMol25 entry of this formula, charge and spin): 1.665 eV
- Strongest force on any atom: 1.943 eV Å⁻¹
- Energy: -9920.5654 eV
- Orbital gap: 0.41131 Ha

```
! wB97M-V def2-TZVPD RIJCOSX def2/J DEFGRID3
* xyz 1 1
O 1.496 -2.013 -0.830
C 0.361 -2.246 -1.149
C -0.764 -1.728 -0.255
N -0.293 -0.412 0.340
C 0.022 0.640 -0.687
C 1.405 1.276 -0.398
H 0.130 -2.676 -2.137
H -1.707 -1.531 -0.736
H -0.881 -2.446 0.562
H 0.445 -0.756 0.957
H -1.029 -0.046 0.941
H -0.778 1.371 -0.660
H 0.017 0.169 -1.665
H 1.920 1.506 -1.311
H 1.932 0.611 0.282
H 1.233 2.201 0.154
H -0.574 2.489 2.422
H -1.935 1.918 2.063
O -1.001 1.673 2.109
*
```

Atom charges from the Mulliken analysis, given in e for atoms 1 to 4: -0.383 0.052 -0.642 -0.299

=====

Here is an isolated molecule of C6H10N2 in a non-equilibrium geometry from the OMol25 dataset. Energies are from ωB97M-V/def2-TZVPD.

Results
- Relative energy (zero: lowest compared OMol25 entry of this formula, charge and spin): 2.264 eV
- Strongest force on any atom: 4.797 eV Å⁻¹
- Energy: -9362.1729 eV
- Orbital gap: 0.34001 Ha
- SMILES string: [H]/N=C/N(C)C(=C)C=C

```
! wB97M-V def2-TZVPD RIJCOSX def2/J DEFGRID3
* xyz 0 1
H 3.598 -0.913 -1.307
N 2.693 -0.464 -1.418
C 1.946 -0.498 -0.402
N 0.492 -0.110 -0.515
C 0.063 0.370 -1.814
C -0.120 0.269 0.636
C 0.345 0.416 1.873
C -1.718 0.292 0.407
C -2.564 -0.429 1.122
H 2.207 -0.914 0.577
H -0.788 -0.215 -2.166
H 0.910 0.230 -2.484
H -0.200 1.429 -1.794
H -0.342 0.560 2.687
H 1.396 0.479 2.094
H -2.062 0.990 -0.345
H -2.223 -1.155 1.844
H -3.634 -0.336 1.005
*
```

Atom charges from the Mulliken analysis, given in e for atoms 1 to 4: 0.257 -0.584 -0.075 0.060

=====

For the records above, the corresponding HOMO energy values read -8.9, -3.7, -14.8, -8.3 eV.